(1)
Computed, not measured: a single CH4P2S molecule in a non-equilibrium geometry, with ωB97M-V with the def2-TZVPD basis set.

Each line ends with the Mulliken charge.
Element x y z (Å)
C  1.2026  -0.1454  -1.1674  -0.23
P  -0.1306  0.0249  0.4397  0.01
P  -0.6406  0.2784  2.6344  -0.14
S  0.7756  -0.7877  -2.5384  -0.13
H  1.9886  0.7475  -1.1545  0.30
H  -0.9902  -0.7592  -0.3047  0.09
H  -0.3668  1.1977  -0.3971  0.12
H  -1.8386  -0.5563  2.4880  0.00

The calculation puts the HOMO energy at -0.2789 hartree. The SMILES is P=[PH2]C=S. The LUMO energy comes out at -0.941 eV. The total energy comes out at -1121.23303 Ha. The energy relative to the best compared isomer or geometry (same formula, charge and spin) comes out at 4.311 eV. As for the spin multiplicity: 1. The value obtained for the frontier orbital gap is 6.647 eV.

***

(2)
Computed, not measured: 2 unconnected molecules or ions with the total composition C3H7OS in a non-equilibrium geometry, with ωB97M-V with the def2-TZVPD basis set.

Each line ends with the Mulliken charge.
Element x y z (Å)
C  0.7035  0.4325  2.0135  -0.75
S  -0.4755  1.7859  1.6973  -0.69
H  1.1294  0.0482  1.0815  0.18
H  0.2107  -0.4418  2.4456  0.20
H  1.5240  0.7087  2.6802  0.26
C  -0.1021  -1.0659  -2.0981  -0.80
C  -0.4033  -0.0204  -1.3325  0.03
O  -1.6212  0.1497  -0.7891  -0.47
H  0.8634  -1.1588  -2.5688  0.25
H  -0.6058  -2.0208  -2.0186  0.22
H  0.2692  0.7900  -1.0742  0.41
H  -1.4921  0.7928  -0.0368  0.15

The calculation puts the HOMO energy at -0.1026 hartree. The LUMO energy comes out at 4.201 eV. The total energy comes out at -591.93865 Ha. The energy relative to the best compared isomer or geometry (same formula, charge and spin) comes out at 0.806 eV. As for the spin multiplicity: 1. As for the total charge: -1. The value obtained for the frontier orbital gap is 6.992 eV.

***

(3)
Computed, not measured: 2 unconnected molecules or ions with the total composition C4H9O2 in a non-equilibrium geometry, with ωB97M-V with the def2-TZVPD basis set.

Each line ends with the Mulliken charge.
Element x y z (Å)
C  -1.9072  0.5594  2.5393  -0.11
C  0.9859  -0.7458  0.1907  -1.11
C  1.0322  0.2066  -2.1401  -1.16
C  0.2558  -0.0245  -0.9027  0.93
O  -0.9350  0.3743  -0.8886  -0.36
O  -1.2319  0.4012  1.5517  -0.46
H  -2.9985  0.6347  2.3713  0.27
H  -1.4020  0.7593  3.5291  0.27
H  0.7683  -0.6649  1.1504  0.42
H  0.7920  -1.6978  -0.2012  0.40
H  2.0561  -0.5674  -0.0763  0.33
H  1.5310  -0.8272  -2.3148  0.36
H  1.9862  0.7101  -1.7695  0.38
H  0.5120  0.5550  -3.0000  0.33
H  -1.4447  0.3270  -0.0393  0.51

The calculation puts the HOMO energy at -0.5601 hartree. The LUMO energy comes out at -4.289 eV. The total energy comes out at -307.96887 Ha. The energy relative to the best compared isomer or geometry (same formula, charge and spin) comes out at 0.623 eV. As for the spin multiplicity: 1. As for the total charge: +1. The value obtained for the frontier orbital gap is 10.952 eV.

***

(4)
Computed, not measured: a single C5H8N2 molecule in a non-equilibrium geometry, with ωB97M-V with the def2-TZVPD basis set.

Each line ends with the Mulliken charge.
Element x y z (Å)
C  -1.4629  0.8952  1.0294  -1.13
C  -0.2842  1.4308  0.2137  -0.33
C  0.5814  0.3014  -0.1909  0.29
C  0.6199  -0.3624  -1.3911  -0.47
N  1.1305  -1.6093  -1.1604  -0.11
C  1.3736  -1.6866  0.1942  -0.21
N  1.2494  -0.4996  0.7332  -0.56
H  -2.1908  1.7059  1.2161  0.33
H  -1.9216  -0.0089  0.6295  0.31
H  -1.2279  0.7104  2.0871  0.31
H  0.2695  2.1784  0.7886  0.26
H  -0.7306  1.8957  -0.6644  0.27
H  0.2060  0.0137  -2.3132  0.38
H  0.8638  -2.3165  -1.8237  0.25
H  1.5239  -2.6482  0.6519  0.39

The calculation puts the HOMO energy at -0.3107 hartree. The SMILES is CCc1c[nH]cn1. The LUMO energy comes out at 0.924 eV. The total energy comes out at -304.81099 Ha. The energy relative to the best compared isomer or geometry (same formula, charge and spin) comes out at 0.667 eV. As for the spin multiplicity: 1. The value obtained for the frontier orbital gap is 9.379 eV.

***

(5)
Computed, not measured: a molecular structure, CHF3HoNO4S2 in a non-equilibrium geometry, with ωB97M-V with the def2-TZVPD basis set.

Each line ends with the Mulliken charge.
Element x y z (Å)
N  0.4375  -1.0517  0.5933  -0.18
S  1.7934  -0.7543  -0.0299  1.00
O  2.7460  -1.8144  -0.0549  -0.25
O  1.9485  0.4038  -0.9006  -0.39
S  -0.7970  0.0639  0.7462  1.12
O  -0.5348  1.2898  -0.0296  -0.57
O  -1.1528  0.1740  2.1331  -0.44
C  -2.1670  -0.8219  -0.2031  0.73
F  -1.7943  -0.9539  -1.4496  -0.19
F  -2.3731  -1.9841  0.3565  -0.15
F  -3.2265  -0.0579  -0.1098  -0.14
H  2.5233  3.1488  0.1211  -0.05
Ho  1.0929  2.6527  -1.1172  1.52

The calculation puts the HOMO energy (spin up / spin down) at -0.7059 / -0.7034 hartree. As for the expectation value of S²: 6.006. The LUMO energy (spin up / spin down) comes out at -10.692 / -10.980 eV. The total energy comes out at -2437.59164 Ha. The energy relative to the best compared isomer or geometry (same formula, charge and spin) comes out at 0.641 eV. As for the spin multiplicity: 5. As for the total charge: +2. The value obtained for the frontier orbital gap (spin up / spin down) is 8.518 / 8.160 eV.

***

(6)
Computed, not measured: a molecular structure, C35H25N8O2Ti, with ωB97M-V with the def2-TZVPD basis set.

Each line ends with the Mulliken charge.
Element x y z (Å)
Ti  0.0939  -0.2689  -0.3717  -2.84
O  2.4385  1.6885  -3.3176  -0.81
C  1.6089  1.2422  -2.5304  0.57
N  1.7543  0.3857  -1.5030  0.95
C  3.0137  -0.1287  -1.1294  0.03
C  4.2290  0.1028  -1.7725  -0.67
C  5.3922  -0.4811  -1.2872  -0.65
C  5.3514  -1.2967  -0.1685  -0.73
C  4.1484  -1.5325  0.4829  -0.63
C  2.9728  -0.9545  0.0114  0.01
N  1.6897  -1.1849  0.5459  0.70
C  1.5514  -1.6127  1.8343  -0.10
O  2.3969  -1.5545  2.7200  -0.71
C  0.1899  -2.1712  2.1751  1.03
C  -0.5038  -1.6556  3.2627  -0.87
C  -1.7582  -2.1661  3.5412  -0.28
C  -2.2471  -3.1946  2.7511  -0.52
C  -1.4558  -3.6688  1.7160  -0.28
N  -0.2597  -3.1715  1.4191  -0.43
C  0.1706  1.6748  -2.6877  -0.06
C  -0.1931  2.6107  -3.6386  -0.72
C  -1.5242  2.9779  -3.7269  -0.44
C  -2.4425  2.3870  -2.8717  -1.07
C  -1.9998  1.4515  -1.9533  -0.38
N  -0.7111  1.1097  -1.8602  1.00
H  4.2535  0.7363  -2.6426  0.55
H  6.3315  -0.2917  -1.7928  0.39
H  6.2587  -1.7530  0.2091  0.39
H  4.1173  -2.1565  1.3615  0.49
H  -0.0700  -0.8505  3.8399  0.39
H  -2.3557  -1.7512  4.3435  0.41
H  -3.2327  -3.6098  2.9157  0.39
H  -1.8069  -4.4744  1.0794  0.41
H  0.5817  3.0186  -4.2714  0.55
H  -1.8443  3.7130  -4.4546  0.41
H  -3.4936  2.6367  -2.9077  0.48
H  -2.6823  0.9545  -1.2786  0.61
C  2.2052  4.2826  1.5574  -0.52
C  0.9026  4.4776  1.1129  -0.86
C  0.0403  3.4024  0.9809  -0.02
C  0.4613  2.1082  1.3040  -0.25
C  1.7651  1.9200  1.7615  -0.04
C  2.6282  3.0012  1.8769  -0.89
N  -0.3843  0.9962  1.0861  1.40
C  -1.6779  0.9892  1.5904  0.42
C  -2.2092  1.7971  2.5891  -0.89
C  -3.5288  1.6088  2.9963  -0.77
C  -4.3156  0.6267  2.4085  -0.71
C  -3.7924  -0.1937  1.4123  -0.45
C  -2.4731  -0.0216  1.0164  -0.55
N  -1.7737  -0.7672  0.0802  2.52
N  -2.5384  -1.6651  -0.6406  -1.34
C  -1.7658  -2.2403  -1.5204  0.24
C  -2.2356  -3.2674  -2.4081  -1.24
C  -1.3668  -3.8750  -3.2476  -0.15
C  0.0083  -3.4929  -3.2592  -1.12
C  0.4037  -2.4922  -2.4305  -0.30
N  -0.4450  -1.8430  -1.5877  1.44
H  2.8835  5.1217  1.6470  0.38
H  0.5607  5.4722  0.8521  0.36
H  -0.9692  3.5476  0.6143  0.48
H  2.1037  0.9255  2.0227  0.39
H  3.6414  2.8319  2.2198  0.44
H  -1.5958  2.5625  3.0478  0.52
H  -3.9405  2.2379  3.7765  0.41
H  -5.3421  0.4936  2.7293  0.39
H  -4.3772  -0.9762  0.9493  0.48
H  -3.2826  -3.5340  -2.3610  0.44
H  -1.7133  -4.6581  -3.9121  0.38
H  0.7245  -3.9777  -3.9062  0.42
H  1.4349  -2.1592  -2.4009  0.41

The calculation puts the HOMO energy (spin up / spin down) at -0.1367 / -0.1367 hartree. The LUMO energy (spin up / spin down) comes out at 2.304 / 2.304 eV. The total energy comes out at -2787.04055 Ha. The energy relative to the best compared isomer or geometry (same formula, charge and spin) comes out at 0.000 eV. As for the spin multiplicity: 1. As for the total charge: -1. The value obtained for the frontier orbital gap (spin up / spin down) is 6.024 / 6.025 eV.

***

What did the third record say?
Computed, not measured: 2 unconnected molecules or ions with the total composition C4H9O2 in a non-equilibrium geometry, with ωB97M-V with the def2-TZVPD basis set.

Each line ends with the Mulliken charge.
Element x y z (Å)
C  -1.9072  0.5594  2.5393  -0.11
C  0.9859  -0.7458  0.1907  -1.11
C  1.0322  0.2066  -2.1401  -1.16
C  0.2558  -0.0245  -0.9027  0.93
O  -0.9350  0.3743  -0.8886  -0.36
O  -1.2319  0.4012  1.5517  -0.46
H  -2.9985  0.6347  2.3713  0.27
H  -1.4020  0.7593  3.5291  0.27
H  0.7683  -0.6649  1.1504  0.42
H  0.7920  -1.6978  -0.2012  0.40
H  2.0561  -0.5674  -0.0763  0.33
H  1.5310  -0.8272  -2.3148  0.36
H  1.9862  0.7101  -1.7695  0.38
H  0.5120  0.5550  -3.0000  0.33
H  -1.4447  0.3270  -0.0393  0.51

The calculation puts the HOMO energy at -0.5601 hartree. The LUMO energy comes out at -4.289 eV. The total energy comes out at -307.96887 Ha. The energy relative to the best compared isomer or geometry (same formula, charge and spin) comes out at 0.623 eV. As for the spin multiplicity: 1. As for the total charge: +1. The value obtained for the frontier orbital gap is 10.952 eV.